{
  "formula": "C23H27BNO",
  "method": "ωB97M-V/def2-TZVPD",
  "e_lumo_ev": -4.264,
  "gap_ev": 6.2,
  "spin_multiplicity": 1,
  "total_charge": 1,
  "homo_energy_ha": -0.3840,
  "species": ["C", "O", "C", "C", "C", "N", "B", "H", "C", "C", "H", "H", "H", "H", "H", "H", "H", "H", "H", "C", "C", "C", "C", "C", "C", "C", "C", "C", "C", "C", "C", "C", "C", "C", "C", "C", "H", "H", "H", "H", "H", "H", "H", "H", "H", "H", "H", "H", "H", "H", "H", "H", "H"],
  "coordinates": [[4.489, 1.618, 3.683], [3.341, 2.094, 4.389], [2.125, 2.031, 3.807], [1.071, 2.513, 4.610], [-0.201, 2.457, 4.127], [-0.461, 1.955, 2.891], [-1.885, 2.067, 2.562], [-1.779, 0.525, 0.366], [0.548, 1.467, 2.093], [1.859, 1.512, 2.512], [5.304, 1.761, 4.400], [4.393, 0.545, 3.443], [4.679, 2.230, 2.784], [1.292, 2.906, 5.595], [-1.044, 2.812, 4.714], [-2.523, 1.122, 2.927], [-2.115, 2.885, 1.735], [0.281, 1.040, 1.120], [2.651, 1.146, 1.834], [-6.865, -2.491, -1.367], [-5.550, -1.787, -1.268], [-5.518, -0.504, -0.708], [-4.312, 0.179, -0.576], [-3.107, -0.430, -0.957], [-1.845, 0.359, -0.687], [-0.554, -0.252, -1.137], [0.554, 0.455, -1.435], [1.787, -0.157, -1.902], [2.997, 0.571, -1.799], [4.203, 0.011, -2.188], [4.255, -1.293, -2.690], [5.565, -1.879, -3.119], [3.071, -2.037, -2.777], [1.853, -1.493, -2.381], [-3.136, -1.692, -1.564], [-4.354, -2.373, -1.698], [-6.759, -3.484, -1.794], [-7.336, -2.597, -0.385], [-7.555, -1.923, -1.997], [-6.448, -0.049, -0.356], [-4.295, 1.207, -0.192], [-1.946, 1.364, -1.099], [-0.573, -1.344, -1.268], [0.551, 1.553, -1.326], [2.951, 1.578, -1.389], [5.121, 0.591, -2.126], [5.418, -2.901, -3.487], [6.028, -1.302, -3.933], [6.286, -1.915, -2.289], [3.122, -3.050, -3.180], [0.937, -2.085, -2.444], [-2.211, -2.131, -1.951], [-4.358, -3.382, -2.120]]
}


{
  "formula": "C26H36HfN4OS",
  "method": "ωB97M-V/def2-TZVPD",
  "e_lumo_ev": -5.735,
  "gap_ev": 7.6,
  "spin_multiplicity": 1,
  "total_charge": 2,
  "homo_energy_ha": -0.4893,
  "species": ["Hf", "C", "C", "C", "N", "C", "C", "C", "C", "C", "C", "C", "N", "C", "C", "C", "N", "C", "C", "C", "C", "C", "C", "C", "N", "C", "C", "H", "H", "H", "H", "H", "H", "H", "H", "H", "H", "H", "H", "H", "H", "H", "H", "H", "H", "H", "H", "H", "H", "H", "H", "H", "H", "C", "C", "S", "O", "C", "C", "H", "H", "H", "H", "H", "H", "H", "H", "H", "H"],
  "coordinates": [[0.243, -0.031, -0.203], [-1.810, -2.316, 1.803], [-3.031, -1.888, 0.987], [-2.873, -0.678, 0.056], [-1.707, -0.711, -0.834], [-1.788, -1.319, -2.046], [-2.893, -2.084, -2.426], [-3.259, -2.664, -3.634], [-2.642, -2.592, -4.866], [-1.432, -1.970, -5.120], [-0.528, -1.407, -4.235], [-0.563, -1.234, -2.844], [0.558, -0.883, -2.160], [1.858, -1.030, -2.834], [3.019, -1.318, -1.890], [3.308, -0.257, -0.831], [2.329, -0.287, 0.260], [2.637, -0.725, 1.500], [3.840, -1.396, 1.775], [4.428, -1.806, 2.957], [3.991, -1.658, 4.264], [2.771, -1.144, 4.646], [1.709, -0.710, 3.860], [1.559, -0.563, 2.483], [0.370, -0.179, 1.934], [-0.847, -0.106, 2.744], [-1.452, -1.480, 3.032], [-0.932, -2.424, 1.148], [-1.996, -3.335, 2.148], [-3.857, -1.659, 1.666], [-3.362, -2.750, 0.404], [-2.802, 0.236, 0.653], [-3.785, -0.549, -0.533], [-3.615, -2.245, -1.638], [-4.191, -3.215, -3.600], [-3.145, -3.054, -5.704], [-1.114, -1.957, -6.156], [0.375, -1.048, -4.708], [2.079, -0.128, -3.419], [1.807, -1.862, -3.538], [3.904, -1.433, -2.518], [2.862, -2.281, -1.394], [3.285, 0.742, -1.281], [4.320, -0.380, -0.453], [4.429, -1.637, 0.902], [5.385, -2.300, 2.831], [4.653, -2.001, 5.048], [2.582, -1.110, 5.712], [0.835, -0.448, 4.439], [-1.570, 0.515, 2.205], [-0.661, 0.444, 3.669], [-2.339, -1.343, 3.656], [-0.745, -2.053, 3.637], [-0.387, 5.253, 1.774], [0.313, 4.196, 0.929], [-0.857, 2.997, 0.304], [0.055, 2.023, -0.528], [-1.757, 3.885, -0.966], [-0.896, 4.586, -2.000], [0.364, 5.942, 2.155], [-0.906, 4.813, 2.624], [-1.096, 5.838, 1.189], [1.006, 3.588, 1.516], [0.857, 4.612, 0.082], [-2.409, 4.566, -0.412], [-2.405, 3.119, -1.397], [-0.461, 5.504, -1.609], [-1.520, 4.854, -2.851], [-0.100, 3.935, -2.363]]
}


{
  "formula": "C37H41FeIN2OPS",
  "method": "ωB97M-V/def2-TZVPD",
  "e_lumo_ev": [2.460, 2.451],
  "s_squared": 6.01,
  "gap_ev": [6.4, 6.5],
  "spin_multiplicity": 5,
  "total_charge": -1,
  "homo_energy_ha": [-0.1451, -0.1470],
  "species": ["Fe", "I", "C", "C", "C", "C", "C", "C", "C", "C", "C", "C", "H", "H", "H", "H", "H", "H", "O", "N", "C", "C", "C", "C", "C", "S", "H", "H", "H", "H", "C", "C", "C", "P", "C", "C", "C", "C", "C", "C", "C", "C", "C", "C", "N", "C", "C", "C", "C", "C", "C", "C", "C", "C", "H", "H", "H", "H", "H", "H", "H", "H", "H", "H", "H", "H", "H", "H", "H", "H", "H", "H", "H", "H", "H", "H", "H", "H", "H", "H", "H", "H", "H", "H", "H"],
  "coordinates": [[0.799, 0.727, 0.615], [2.155, 0.203, 3.390], [3.710, -0.781, 2.405], [4.695, -1.332, 3.173], [5.791, -1.972, 2.556], [5.862, -2.016, 1.196], [4.848, -1.439, 0.389], [4.968, -1.475, -1.020], [4.013, -0.885, -1.792], [2.890, -0.280, -1.189], [2.662, -0.241, 0.172], [3.709, -0.808, 0.979], [4.641, -1.271, 4.251], [6.570, -2.409, 3.168], [6.705, -2.491, 0.702], [5.835, -1.955, -1.459], [4.108, -0.881, -2.873], [2.182, 0.203, -1.851], [0.117, 2.261, 1.854], [0.355, 3.551, 1.678], [-0.280, 4.398, 2.518], [-0.121, 5.752, 2.441], [0.728, 6.260, 1.449], [1.359, 5.396, 0.598], [1.189, 3.990, 0.679], [1.909, 2.890, -0.380], [-0.910, 3.893, 3.234], [-0.648, 6.392, 3.134], [0.880, 7.328, 1.350], [2.012, 5.752, -0.186], [-2.233, -3.413, 3.009], [-1.734, -1.973, 3.096], [-0.831, -1.805, 4.320], [-0.942, -1.238, 1.573], [-0.110, -2.603, 0.607], [1.015, -3.249, 1.415], [-0.977, -3.640, -0.105], [-2.360, -0.864, 0.517], [-3.659, -1.308, 0.744], [-4.705, -1.074, -0.140], [-6.111, -1.534, 0.155], [-4.387, -0.385, -1.308], [-3.112, 0.087, -1.559], [-2.049, -0.097, -0.638], [-0.792, 0.399, -0.823], [-0.584, 1.001, -2.094], [-0.931, 2.337, -2.337], [-1.716, 3.107, -1.315], [-0.618, 2.912, -3.564], [-0.015, 2.186, -4.582], [0.374, 2.841, -5.883], [0.222, 0.835, -4.361], [-0.076, 0.228, -3.145], [0.066, -1.264, -2.980], [-2.778, -3.670, 3.923], [-1.398, -4.109, 2.922], [-2.895, -3.580, 2.160], [-2.601, -1.321, 3.242], [0.099, -2.367, 4.213], [-1.345, -2.170, 5.216], [-0.563, -0.760, 4.479], [0.363, -1.996, -0.173], [0.626, -3.889, 2.213], [1.667, -2.502, 1.866], [1.634, -3.873, 0.765], [-1.330, -4.417, 0.571], [-0.383, -4.132, -0.883], [-1.842, -3.180, -0.587], [-3.878, -1.876, 1.645], [-6.117, -2.309, 0.925], [-6.592, -1.949, -0.734], [-6.744, -0.716, 0.513], [-5.162, -0.205, -2.048], [-2.923, 0.621, -2.482], [-1.445, 2.800, -0.309], [-2.785, 2.896, -1.423], [-1.565, 4.182, -1.428], [-0.865, 3.958, -3.729], [-0.256, 3.709, -6.094], [0.285, 2.147, -6.722], [1.411, 3.188, -5.853], [0.638, 0.229, -5.162], [0.554, -1.705, -3.851], [-0.918, -1.727, -2.864], [0.641, -1.522, -2.094]]
}


{
  "formula": "C13H43BeN2O13S4",
  "method": "ωB97M-V/def2-TZVPD",
  "e_lumo_ev": -14.254,
  "gap_ev": 2.4,
  "spin_multiplicity": 1,
  "total_charge": 3,
  "homo_energy_ha": -0.6116,
  "species": ["Be", "N", "H", "H", "H", "H", "N", "H", "H", "H", "H", "C", "O", "H", "H", "H", "O", "S", "O", "O", "C", "C", "C", "H", "H", "H", "H", "H", "H", "H", "H", "O", "S", "O", "O", "C", "C", "C", "H", "H", "H", "H", "H", "H", "H", "H", "O", "S", "O", "O", "C", "C", "C", "H", "H", "H", "H", "H", "H", "H", "H", "O", "S", "O", "O", "C", "C", "C", "H", "H", "H", "H", "H", "H", "H", "H"],
  "coordinates": [[0.415, -2.165, -4.169], [0.520, 1.732, -3.820], [0.817, 1.275, -4.680], [0.179, 1.051, -3.126], [-0.237, 2.411, -4.017], [1.375, 2.166, -3.472], [3.062, -0.692, -1.500], [2.061, -0.515, -1.698], [3.737, 0.039, -1.732], [3.279, -1.530, -2.042], [3.237, -0.884, -0.505], [-0.281, -1.267, -1.050], [0.078, -0.755, -2.308], [-0.649, -2.296, -1.062], [0.553, -1.224, -0.339], [-1.020, -0.608, -0.575], [0.666, -6.439, -3.324], [0.041, -5.524, -2.451], [-0.132, -4.105, -2.825], [-1.386, -6.116, -2.076], [-2.492, -5.203, -1.881], [-3.620, -5.697, -0.987], [0.841, -5.464, -0.839], [-2.737, -4.696, -2.812], [-2.183, -4.355, -1.249], [-3.845, -4.982, -0.201], [-3.365, -6.603, -0.434], [-4.486, -5.961, -1.591], [1.819, -5.029, -1.046], [0.876, -6.411, -0.312], [0.276, -4.667, -0.354], [-1.560, 4.613, -2.025], [-2.319, 3.985, -3.061], [-1.674, 3.626, -4.301], [-2.971, 2.676, -2.466], [-3.534, 2.505, -1.139], [-2.407, 2.362, -0.133], [-3.780, 4.955, -3.458], [-4.188, 1.638, -1.138], [-4.126, 3.386, -0.889], [-1.472, 1.888, -0.476], [-2.683, 1.762, 0.732], [-1.922, 3.313, 0.094], [-4.547, 4.270, -3.805], [-3.455, 5.675, -4.208], [-4.087, 5.553, -2.603], [1.642, 0.708, 0.779], [1.407, 2.006, 1.385], [0.186, 2.322, 2.042], [2.650, 2.385, 2.270], [2.513, 3.497, 3.236], [3.889, 4.126, 3.325], [1.695, 3.106, -0.025], [2.208, 3.094, 4.201], [1.705, 4.176, 2.966], [4.139, 4.778, 2.487], [4.685, 3.384, 3.342], [3.960, 4.734, 4.227], [0.856, 2.985, -0.707], [2.655, 2.847, -0.463], [1.774, 4.091, 0.434], [2.213, -1.372, 4.975], [1.547, -2.278, 4.098], [1.783, -3.661, 4.330], [-0.041, -2.026, 4.009], [-0.560, -0.687, 3.990], [-0.030, 0.358, 4.973], [2.025, -1.871, 2.363], [-1.621, -0.772, 4.224], [-0.447, -0.254, 2.991], [0.803, 0.830, 4.444], [0.322, 0.009, 5.940], [-0.713, 1.180, 5.185], [2.932, -1.291, 2.488], [1.186, -1.277, 2.010], [1.967, -2.821, 1.835]]
}


{
  "formula": "C26H20BrN4O5W",
  "method": "ωB97M-V/def2-TZVPD",
  "e_lumo_ev": [-11.994, -11.995],
  "gap_ev": [4.3, 4.3],
  "spin_multiplicity": 1,
  "total_charge": 3,
  "homo_energy_ha": [-0.6004, -0.6004],
  "species": ["W", "O", "C", "C", "C", "C", "C", "C", "C", "O", "N", "N", "C", "C", "C", "C", "C", "C", "C", "O", "H", "H", "H", "H", "H", "H", "H", "H", "H", "H", "O", "C", "O", "C", "C", "C", "C", "C", "N", "H", "H", "H", "H", "C", "C", "C", "C", "C", "Br", "N", "C", "H", "H", "H", "H", "H", "H"],
  "coordinates": [[0.367, -0.219, 0.933], [-2.911, 0.070, -3.609], [-2.622, -1.206, -3.387], [-3.146, -2.139, -4.283], [-2.885, -3.475, -4.110], [-2.092, -3.946, -3.040], [-1.571, -3.058, -2.152], [-1.822, -1.663, -2.298], [-1.285, -0.746, -1.376], [-0.511, -1.229, -0.342], [-1.400, 0.555, -1.369], [-0.748, 1.082, -0.281], [-0.900, 2.415, -0.192], [-0.396, 3.230, 0.817], [-0.626, 4.628, 0.787], [-0.152, 5.416, 1.807], [0.549, 4.834, 2.874], [0.788, 3.463, 2.940], [0.318, 2.686, 1.910], [0.518, 1.349, 1.906], [-2.530, 0.657, -2.940], [-3.753, -1.777, -5.101], [-3.299, -4.186, -4.813], [-1.904, -5.005, -2.935], [-0.959, -3.406, -1.331], [-1.488, 2.862, -0.987], [-1.174, 5.060, -0.041], [-0.319, 6.484, 1.794], [0.915, 5.468, 3.672], [1.326, 3.020, 3.767], [1.484, -3.684, 2.623], [0.919, -2.676, 2.430], [1.340, -1.729, 1.478], [-0.312, -2.162, 3.090], [-0.947, -2.817, 4.116], [-2.094, -2.233, 4.651], [-2.550, -1.025, 4.139], [-1.859, -0.421, 3.108], [-0.754, -0.990, 2.588], [-0.546, -3.754, 4.479], [-2.623, -2.717, 5.462], [-3.436, -0.548, 4.535], [-2.179, 0.523, 2.686], [3.027, 0.117, -3.833], [3.178, 0.179, -2.343], [4.431, 0.283, -1.727], [4.534, 0.346, -0.351], [3.389, 0.284, 0.417], [3.547, 0.400, 2.280], [2.168, 0.166, -0.148], [2.085, 0.126, -1.511], [3.511, -0.780, -4.221], [3.504, 0.977, -4.302], [1.980, 0.096, -4.131], [5.330, 0.321, -2.332], [5.494, 0.440, 0.138], [1.093, 0.054, -1.939]]
}


{
  "formula": "C7H6N4O",
  "method": "ωB97M-V/def2-TZVPD",
  "smiles": "C=NNC(N)=O.C#CC#CC#N",
  "e_lumo_ev": -0.583,
  "gap_ev": 8.5,
  "spin_multiplicity": 1,
  "total_charge": 0,
  "homo_energy_ha": -0.3354,
  "species": ["C", "C", "C", "C", "C", "C", "C", "H", "H", "H", "H", "H", "H", "N", "N", "N", "N", "O"],
  "coordinates": [[-0.171, 2.126, 0.846], [-0.237, 2.852, -1.970], [1.289, -5.027, 1.342], [0.862, -4.019, 0.818], [0.285, -3.063, -0.006], [-0.276, -2.219, -0.683], [-0.978, -1.265, -1.402], [-0.460, 1.849, 2.817], [0.209, 0.465, 2.075], [0.625, 0.497, -0.091], [-1.030, 3.358, -1.417], [0.016, 3.192, -2.973], [1.570, -5.880, 1.926], [-0.352, 1.301, 1.960], [0.208, 1.393, -0.297], [0.413, 1.832, -1.581], [-1.608, -0.717, -2.208], [-0.364, 3.327, 0.845]]
}


{
  "formula": "C34H26BrI2N2O4PPt",
  "method": "ωB97M-V/def2-TZVPD",
  "e_lumo_ev": [-0.558, -0.558],
  "gap_ev": [6.7, 6.7],
  "spin_multiplicity": 1,
  "total_charge": 0,
  "homo_energy_ha": [-0.2649, -0.2649],
  "species": ["Pt", "I", "C", "C", "C", "I", "C", "C", "C", "C", "N", "C", "C", "O", "H", "H", "H", "H", "O", "C", "C", "C", "C", "C", "C", "C", "O", "O", "H", "H", "H", "H", "H", "Br", "C", "C", "C", "N", "C", "C", "H", "H", "H", "H", "C", "P", "C", "C", "C", "C", "C", "C", "C", "C", "C", "C", "C", "C", "H", "H", "H", "H", "H", "H", "H", "H", "H", "H", "H", "H", "H"],
  "coordinates": [[0.152, 0.366, -0.544], [0.397, 5.662, -1.780], [1.850, 4.200, -1.566], [3.201, 4.547, -1.620], [4.203, 3.615, -1.504], [6.184, 4.239, -1.651], [3.868, 2.258, -1.288], [4.804, 1.204, -1.170], [4.378, -0.075, -0.958], [3.008, -0.324, -0.809], [2.111, 0.634, -0.910], [2.498, 1.922, -1.189], [1.428, 2.878, -1.386], [0.205, 2.510, -1.382], [3.457, 5.587, -1.774], [5.859, 1.425, -1.254], [5.076, -0.895, -0.871], [2.633, -1.310, -0.563], [-4.454, -2.019, -2.241], [-3.413, -1.472, -2.880], [-3.188, -1.868, -4.203], [-2.160, -1.315, -4.931], [-1.324, -0.354, -4.362], [-1.526, 0.014, -3.049], [-2.550, -0.542, -2.271], [-2.760, -0.246, -0.823], [-3.833, -0.557, -0.294], [-1.814, 0.248, -0.083], [-4.514, -1.545, -1.372], [-3.856, -2.600, -4.636], [-2.013, -1.624, -5.958], [-0.533, 0.106, -4.938], [-0.856, 0.742, -2.601], [-0.660, -6.560, -1.842], [-0.404, -4.719, -1.535], [-1.061, -4.091, -0.493], [-0.845, -2.735, -0.311], [-0.033, -2.019, -1.090], [0.584, -2.640, -2.094], [0.438, -3.990, -2.360], [-1.729, -4.627, 0.164], [-1.349, -2.198, 0.484], [1.203, -2.022, -2.736], [0.950, -4.449, -3.192], [2.118, 0.627, 2.407], [0.403, 0.536, 1.800], [-0.335, -0.889, 2.641], [-1.721, -0.943, 2.792], [-2.324, -2.098, 3.263], [-1.556, -3.209, 3.588], [-0.177, -3.159, 3.447], [0.431, -2.006, 2.972], [-0.413, 1.972, 2.538], [-0.860, 2.998, 1.712], [-1.440, 4.130, 2.271], [-1.578, 4.236, 3.644], [-1.138, 3.208, 4.472], [-0.558, 2.080, 3.921], [2.153, 0.584, 3.496], [2.537, 1.577, 2.074], [2.725, -0.179, 1.996], [-2.333, -0.097, 2.509], [-3.401, -2.131, 3.366], [-2.032, -4.110, 3.952], [0.429, -4.019, 3.702], [1.508, -1.987, 2.856], [-0.755, 2.917, 0.636], [-1.782, 4.923, 1.620], [-2.033, 5.117, 4.076], [-1.251, 3.288, 5.545], [-0.228, 1.275, 4.569]]
}